Record 1
Formula: C32H28N6O3Rh
Source: the OMol25 dataset
Level of theory: ωB97M-V/def2-TZVPD

Results
HOMO level (spin up / spin down): -8.79 / -10.89 eV
net charge: +1
spin multiplicity: 5
HOMO-LUMO gap (spin up / spin down): 5.338 / 4.048 eV
lowest unoccupied orbital energy (spin up / spin down): -0.12681 / -0.25153 Ha

The geometry in XYZ format:
```
70
C32H28N6O3Rh, DFT ωB97M-V/def2-TZVPD
Rh -8.9775 -0.5894 16.1510
C -10.3863 3.5498 16.8970
C -11.7500 3.4318 17.1308
C -12.3203 2.1881 17.1184
C -11.5321 1.0467 16.7273
N -10.2017 1.1392 16.6000
C -9.6328 2.3979 16.6455
N -12.2689 -0.0235 16.3840
C -11.8740 -1.2503 16.2358
N -10.5830 -1.6909 16.0738
C -10.5890 -2.9999 15.6960
N -9.5547 -3.7782 15.3701
C -8.3464 -3.3555 14.9752
C -7.4306 -4.3592 14.4393
C -6.5441 -4.0104 13.5030
C -6.2916 -2.6058 13.2886
C -6.9678 -1.6765 14.0717
N -7.9657 -2.0401 14.9745
C -12.0042 -3.4798 15.6719
C -12.6202 -4.6570 15.2811
C -13.9850 -4.8108 15.6078
C -14.7247 -3.7810 16.1729
C -14.1411 -2.5093 16.4113
C -12.7601 -2.4061 16.1486
H -9.8584 4.4828 16.9020
H -12.3986 4.2464 17.4247
H -13.3750 1.9718 17.3045
H -8.5358 2.3994 16.4650
H -7.6943 -5.3886 14.6864
H -5.9893 -4.7121 12.8456
H -5.5909 -2.2815 12.5000
H -6.7725 -0.5831 13.9886
H -12.0368 -5.3968 14.7177
H -14.5310 -5.7308 15.2568
H -15.8147 -3.9499 16.3130
H -14.7427 -1.6512 16.7079
O -5.6625 1.7655 16.1538
C -6.5041 0.9540 16.4484
O -7.5254 0.6714 15.6255
C -6.6239 0.3012 17.7624
C -5.9096 0.7767 18.8348
C -6.2058 0.3649 20.1044
C -7.1357 -0.6964 20.2295
C -7.4861 -1.3125 21.4637
C -8.2768 -2.4257 21.5172
C -8.8210 -2.9910 20.3129
C -8.6078 -2.3801 19.1142
C -7.7362 -1.2952 19.0196
N -7.5408 -0.6514 17.8157
H -5.2280 1.6463 18.6953
H -5.7774 0.7608 21.0210
H -7.1476 -0.7961 22.3877
H -8.4453 -2.9069 22.4676
H -9.4671 -3.8447 20.3543
H -8.9172 -2.8225 18.1553
C -8.8131 2.0635 10.9956
C -10.2225 2.2012 10.4487
O -11.0859 2.4181 11.5945
C -12.3190 1.6844 11.4849
C -13.1987 2.1752 12.6565
H -8.0587 2.1886 10.2043
H -8.7275 1.0601 11.4680
H -8.6852 2.7753 11.8202
H -10.5030 1.3214 9.8725
H -10.2384 3.1116 9.8334
H -12.0677 0.5664 11.5151
H -12.8004 1.9107 10.4943
H -12.6811 1.8620 13.5547
H -14.2063 1.6982 12.6191
H -13.2222 3.2169 12.7154
```

Results of the natural (NBO) charge analysis, in e, for atoms 1 through 4:
1 Rh 1.3501
2 C -0.1946
3 C -0.1809
4 C -0.1157

Record 2
Formula: C32H29BCrF2N4O3P
Source: the OMol25 dataset
Level of theory: ωB97M-V/def2-TZVPD

Results
HOMO level (spin up / spin down): -7.30 / -7.36 eV
energy above the lowest of the compared OMol25 structures with the same formula, charge and spin: 0.0420 eV
spin multiplicity: 4
HOMO-LUMO gap (spin up / spin down): 7.523 / 7.559 eV
lowest unoccupied orbital energy (spin up / spin down): 0.00821 / 0.00741 Ha

The geometry in XYZ format:
```
73
C32H29BCrF2N4O3P, DFT ωB97M-V/def2-TZVPD
Cr 12.8054 10.1833 9.1625
C 11.4848 10.9005 13.0482
C 12.6773 11.0986 12.1171
O 12.7521 10.2999 11.2118
N 13.5554 12.0885 12.4010
C 14.7687 12.3475 11.6653
C 14.4101 13.1661 10.4645
C 14.6154 14.5396 10.5309
C 14.2730 15.3152 9.4686
C 13.8182 14.6860 8.2636
C 13.6126 13.3162 8.3630
N 13.8838 12.5385 9.4309
H 11.0400 9.9307 12.9588
H 10.6467 11.5421 12.7535
H 11.7886 11.1417 14.0927
H 13.3156 12.8034 13.0516
H 15.2326 11.3894 11.4039
H 15.4544 12.8931 12.3116
H 14.9541 14.9793 11.4420
H 14.3749 16.3997 9.5563
H 13.5276 15.1666 7.3526
H 13.2597 12.7734 7.4593
O 12.4177 10.5405 7.3185
N 11.4455 11.2603 7.0944
N 10.9186 11.8225 8.1313
O 11.3279 11.5746 9.3385
C 9.7972 12.7405 7.9460
C 9.1162 13.1497 9.0549
C 7.9426 13.9190 8.9652
C 7.3920 14.1461 7.7567
C 7.9996 13.6114 6.5844
C 9.2052 12.9794 6.6941
H 9.4940 12.9864 10.0794
H 7.5324 14.3351 9.8960
H 6.4880 14.7714 7.7152
H 7.5305 13.7670 5.6354
H 9.6920 12.5048 5.8294
C 20.9369 9.2891 9.0226
C 20.3069 9.5150 7.8103
C 19.0030 9.9417 7.8011
C 18.3075 10.1360 8.9739
C 18.9262 9.9354 10.2149
C 20.2338 9.5033 10.2204
P 16.4543 10.4960 9.0464
C 16.1049 11.2601 7.3986
C 15.4308 10.5881 6.3787
C 15.1173 11.2137 5.2141
C 15.6648 12.4616 4.8841
C 16.3858 13.1179 5.8516
C 16.5825 12.5374 7.0921
C 15.6882 8.8619 8.9541
C 16.5069 7.7384 8.9668
C 15.9889 6.5072 8.7160
C 14.6079 6.3798 8.5548
C 13.8028 7.4728 8.6852
C 14.3027 8.7540 8.8726
H 22.0021 9.0296 9.0779
H 20.9188 9.3661 6.9137
H 18.4571 10.0606 6.8811
H 18.4424 10.1886 11.1211
H 20.6719 9.3364 11.1846
H 15.0128 9.6018 6.5729
H 14.6121 10.6736 4.4563
H 15.4001 12.9694 3.9280
H 16.8337 14.0923 5.7189
H 17.2034 13.0803 7.8586
H 17.5685 7.8216 9.1678
H 16.6388 5.6428 8.6824
H 14.1518 5.4134 8.4283
H 12.7370 7.3086 8.5627
F 10.8977 7.9732 10.4295
B 11.0711 8.8676 9.4836
F 10.0253 9.0676 8.6907
```

Results of the Löwdin charge analysis, in e, for atoms 1 through 4:
1 Cr 0.7411
2 C 0.0359
3 C -0.4635
4 O -0.0263

Record 3
Formula: C32H29BCrF4N2O5PS2
Source: the OMol25 dataset
Level of theory: ωB97M-V/def2-TZVPD

Results
HOMO level (spin up / spin down): -2.03 / -2.11 eV
net charge: -2
energy above the lowest of the compared OMol25 structures with the same formula, charge and spin: 1.3082 eV
spin multiplicity: 4
HOMO-LUMO gap (spin up / spin down): 6.194 / 6.269 eV
lowest unoccupied orbital energy (spin up / spin down): 0.15291 / 0.15292 Ha

The geometry in XYZ format:
```
77
C32H29BCrF4N2O5PS2, DFT ωB97M-V/def2-TZVPD
Cr -1.2973 -0.3850 -0.5978
C 2.4176 -0.9632 1.6895
C 1.4771 -0.9758 0.5084
N 0.1857 -0.8809 0.7144
N -0.1557 -0.9741 2.0201
C -1.1827 -0.3222 2.4237
S -2.0200 0.8153 1.4666
S -1.6749 -0.6336 4.0831
C -0.6271 -2.1050 4.4920
C -1.1663 -3.3606 3.8879
C -2.0224 -4.1818 4.6154
C -2.5767 -5.3105 4.0363
C -2.3052 -5.6187 2.7124
C -1.4440 -4.8176 1.9845
C -0.8617 -3.7143 2.5773
C 2.0314 -1.0757 -0.8156
C 3.2603 -1.6944 -1.0486
C 3.7759 -1.8093 -2.3229
C 3.0562 -1.3128 -3.4031
C 1.8554 -0.6699 -3.2043
C 1.3223 -0.5118 -1.9117
O 0.2579 0.1981 -1.7103
H 2.0154 -0.3108 2.4657
H 3.3970 -0.6004 1.3871
H 2.5166 -1.9635 2.1144
H -0.6282 -2.1452 5.5819
H 0.3629 -1.8620 4.1152
H -2.2531 -3.9345 5.6448
H -3.2234 -5.9508 4.6258
H -2.7619 -6.4827 2.2509
H -1.2197 -5.0305 0.9519
H -0.1860 -3.1123 1.9979
H 3.8074 -2.1301 -0.2242
H 4.7279 -2.3019 -2.4804
H 3.4337 -1.4518 -4.4089
H 1.2743 -0.2869 -4.0293
O -1.9106 2.1849 -3.6032
C -1.8337 1.7704 -2.4493
O -2.2378 0.6627 -2.0183
C -1.2961 2.7699 -1.3847
P 0.2289 2.3006 -0.4497
C 0.3199 3.9570 0.3703
C -0.4762 4.1173 1.5024
C -0.5019 5.3216 2.1775
C 0.2766 6.3822 1.7395
C 1.0814 6.2254 0.6236
C 1.1037 5.0215 -0.0579
C 1.5997 2.4939 -1.6402
C 2.8715 2.2521 -1.1262
C 3.9708 2.1845 -1.9566
C 3.8096 2.3491 -3.3224
C 2.5467 2.5835 -3.8423
C 1.4428 2.6545 -3.0111
H -2.0801 2.8407 -0.6189
H -1.1576 3.7507 -1.8551
H -1.0779 3.2812 1.8383
H -1.1350 5.4359 3.0469
H 0.2532 7.3308 2.2623
H 1.6895 7.0504 0.2735
H 1.7280 4.9059 -0.9350
H 2.9796 2.0994 -0.0597
H 4.9485 1.9737 -1.5418
H 4.6675 2.2740 -3.9789
H 2.4223 2.6812 -4.9130
H 0.4540 2.7826 -3.4241
F -2.0003 -4.1126 -2.0223
B -0.9260 -3.2678 -1.8756
F -1.2393 -1.9647 -2.3250
F 0.1500 -3.7603 -2.5815
F -0.5951 -3.1220 -0.5282
C -5.3394 -1.4236 -0.8560
C -4.1233 -0.6097 -0.3817
O -4.2571 0.5920 -0.1723
O -3.0542 -1.2758 -0.2115
H -6.0496 -0.7365 -1.3095
H -5.8099 -1.9130 -0.0048
H -5.0123 -2.1762 -1.5678
```

Results of the Löwdin charge analysis, in e, for atoms 1 through 4:
1 Cr 0.8575
2 C -0.0178
3 C -0.2253
4 N -0.0691